Entry 1:
The following is a quantum chemistry calculation of a cluster of 13 separate species, C54H144N10O17 in total, from OMol25.

```
225
Properties=species:S:1:pos:R:3:forces:R:3
C -24.1197 22.3448 -1.6003 -0.902 0.796 0.252
C -25.2051 22.2563 -2.7689 2.154 -1.269 1.670
O -24.7874 23.1217 -3.7347 -0.951 1.820 -0.842
H -23.0909 22.0405 -1.7930 -0.198 -0.815 -0.779
H -24.3777 21.9212 -0.6296 -0.282 -0.186 -0.014
H -23.9388 23.4071 -1.4365 -0.468 0.325 0.202
H -26.2292 22.4935 -2.4806 0.175 0.093 0.360
H -25.1788 21.2386 -3.1585 -0.384 -0.396 0.064
H -23.9727 22.8227 -4.1451 0.304 -0.233 -0.762
C -19.0363 26.7697 -1.1377 1.465 0.927 0.794
C -17.5580 26.8745 -0.5709 -0.552 -2.043 -0.086
O -17.5127 27.0328 0.8289 -1.008 1.130 0.503
H -19.0287 26.7200 -2.2265 0.133 0.075 0.007
H -19.5182 27.6919 -0.8130 -0.316 0.010 -0.197
H -19.6216 25.9313 -0.7600 0.363 -0.091 0.218
H -16.9353 27.6114 -1.0781 -0.350 0.380 -0.163
H -17.0695 25.9083 -0.6974 0.090 -0.241 -0.861
H -16.7666 26.5710 1.2183 0.203 -0.302 -0.053
C -21.2855 25.2377 3.1821 2.113 -0.404 -2.894
C -22.6411 25.7241 3.4525 0.417 0.550 1.037
O -23.2441 24.8031 4.2628 -1.939 -0.797 2.094
H -20.4626 25.0643 3.8756 -0.685 0.889 1.047
H -20.9286 25.9170 2.4080 0.757 0.029 -0.177
H -21.2633 24.2558 2.7093 -0.633 -0.186 -0.432
H -23.2209 26.0274 2.5807 0.095 -0.453 -0.433
H -22.5345 26.6489 4.0194 -0.279 0.147 0.309
H -23.6319 24.0323 3.8420 0.155 0.082 -0.610
C -16.5658 24.3278 2.9910 -0.769 -1.879 1.343
O -15.7413 25.1611 2.3526 2.057 3.541 -2.528
C -14.4102 24.7310 1.9911 -0.315 0.961 0.379
C -13.5368 25.8431 1.2410 -0.371 -0.612 0.513
N -12.3662 26.3527 2.0185 -1.770 -1.652 -0.799
C -11.8196 27.5741 1.4993 -0.427 1.053 1.537
C -10.6435 27.9304 2.4511 0.788 0.734 -0.682
O -10.8639 28.1351 3.8510 -1.892 -1.236 0.315
C -11.8492 29.1779 4.1092 1.898 -0.401 -0.593
H -16.1623 24.0499 3.9647 0.089 -0.222 0.412
H -16.6931 23.4019 2.4301 -0.433 -0.269 -0.107
H -17.5135 24.8313 3.1821 -0.062 -0.066 -0.278
H -14.5253 23.8537 1.3546 0.273 -0.187 0.052
H -13.9751 24.4935 2.9619 0.691 -0.423 -0.176
H -14.1575 26.6802 0.9217 -0.547 0.115 0.176
H -13.1988 25.3958 0.3062 0.295 -0.100 0.039
H -12.7246 26.4441 2.9584 0.435 0.439 0.314
H -12.5204 28.4082 1.4645 -0.715 0.347 0.643
H -11.6819 27.5653 0.4181 1.296 -0.800 0.052
H -10.1543 28.8711 2.1985 0.147 0.026 -1.019
H -9.9414 27.1034 2.3446 0.140 0.140 0.384
H -12.1962 29.1986 5.1423 -0.001 -0.665 -0.129
H -12.6496 29.0797 3.3759 -0.149 0.475 0.339
H -11.2124 30.0558 4.0006 -0.761 0.789 -0.362
C -32.1418 20.2324 1.8740 -0.715 -0.904 0.979
O -30.9068 19.7303 1.4165 -1.204 0.362 -0.374
C -30.0428 19.0826 2.3533 0.850 -0.113 -2.456
C -29.3650 17.9908 1.4815 0.903 -1.352 0.582
N -28.8129 18.2999 0.1501 0.155 1.792 0.597
C -27.4454 18.8345 0.3022 1.049 -1.099 -0.032
C -26.9109 19.5764 -0.9279 -0.378 -0.621 1.147
O -26.4825 18.7279 -1.9840 -1.390 1.774 1.236
C -25.1455 18.3605 -1.8479 0.550 -2.034 -1.572
H -32.6343 21.0102 1.2902 1.108 0.514 -0.228
H -32.0829 20.4806 2.9337 0.086 0.611 0.030
H -32.9406 19.4912 1.8476 0.105 -0.801 -0.038
H -30.4819 18.5753 3.2123 -0.351 0.427 0.053
H -29.3436 19.8858 2.5860 0.288 -0.356 0.850
H -29.9949 17.1052 1.3983 -0.694 0.326 -0.174
H -28.5206 17.5469 2.0088 0.155 0.200 0.590
H -29.2489 19.1817 -0.0789 -1.147 -0.122 -0.764
H -26.7782 18.0042 0.5336 0.133 -0.076 0.193
H -27.3924 19.5449 1.1272 0.075 0.228 0.350
H -26.0623 20.1802 -0.6062 -0.072 0.323 0.019
H -27.7818 20.2083 -1.1020 0.255 0.391 -1.420
H -24.4783 18.9118 -2.5105 -0.047 0.373 -0.098
H -25.2639 17.3518 -2.2436 1.127 -0.314 -0.132
H -24.6170 18.2353 -0.9029 -0.792 0.469 0.676
C -19.1111 13.2520 2.4994 -0.431 0.363 0.634
O -18.0455 14.1039 2.9310 0.332 0.439 -2.054
C -16.9758 14.1631 1.9512 1.414 0.374 1.838
C -15.8445 15.0966 2.4731 -0.494 1.422 -0.132
N -15.9782 16.5614 2.2334 1.358 -1.680 -2.348
C -16.8281 17.2462 3.0963 -0.482 0.151 0.451
C -17.0018 18.6966 2.7475 -0.677 -0.927 0.493
O -15.7566 19.3597 2.7793 -0.500 0.264 -1.076
C -15.9387 20.7846 2.7017 -0.494 -1.045 0.839
H -20.0633 13.6755 2.8189 0.027 0.027 0.730
H -18.9606 12.2734 2.9554 -0.190 -0.214 -0.318
H -19.3286 13.2017 1.4325 0.904 -0.188 -0.379
H -17.2271 14.3897 0.9151 -0.623 0.200 0.131
H -16.4248 13.2227 1.9655 -0.414 -0.656 -0.253
H -14.8904 14.8095 2.0310 -0.135 -0.183 -0.181
H -15.7445 14.9688 3.5510 -0.091 -0.496 0.288
H -15.0725 16.9996 2.1454 0.084 -0.068 0.163
H -16.4475 17.1875 4.1160 -0.349 -0.096 0.663
H -17.7800 16.7320 2.9632 -0.290 0.251 0.747
H -17.7367 19.0186 3.4853 0.254 0.854 0.478
H -17.5829 18.7483 1.8268 0.522 0.428 -0.773
H -16.1964 21.0107 3.7364 0.353 1.022 0.086
H -16.8187 21.0654 2.1231 0.037 -0.141 -0.437
H -15.0408 21.2618 2.3089 -0.018 -0.075 0.284
C -21.4036 26.1787 -4.7467 1.446 -0.007 0.673
O -21.4585 24.8150 -5.0956 0.280 -0.880 0.188
C -21.2061 23.8066 -4.0525 -1.015 1.293 -0.936
C -21.7153 22.4765 -4.6163 0.819 -1.043 0.569
N -22.8563 22.4373 -5.4913 0.680 1.182 1.389
C -23.1417 21.1435 -6.0592 -1.300 0.689 -2.336
C -22.2310 20.6292 -7.2228 -0.124 0.495 1.165
O -22.1109 21.4197 -8.4188 -0.422 -1.302 0.638
C -21.7334 22.7295 -8.2093 0.597 1.495 0.908
H -20.4382 26.4107 -4.2969 0.433 -0.097 0.159
H -22.1062 26.5177 -3.9855 -0.674 -0.262 -0.254
H -21.3932 26.8044 -5.6392 -0.625 -0.296 -0.118
H -21.6592 24.1924 -3.1393 -0.807 -0.402 0.056
H -20.1728 23.6752 -3.7313 0.481 0.236 -0.676
H -21.9578 21.8226 -3.7786 0.217 -0.062 0.387
H -20.9153 21.9503 -5.1371 0.761 0.255 0.178
H -22.8047 23.2340 -6.1100 -0.380 -0.429 -0.044
H -24.1498 21.3629 -6.4111 -0.397 -1.039 -0.203
H -23.1277 20.3347 -5.3286 -0.201 0.245 0.331
H -22.4545 19.6037 -7.5171 -0.489 0.246 -0.169
H -21.3536 20.5097 -6.5872 1.395 0.278 -0.989
H -20.9178 22.8071 -7.4905 0.559 -0.152 -0.064
H -22.4751 23.3666 -7.7275 -0.572 -0.092 -0.537
H -21.4418 23.2664 -9.1119 -0.007 -0.592 -0.311
C -15.5682 24.3781 -2.9670 1.252 0.648 1.537
C -15.4574 25.7983 -3.5136 0.272 -1.647 -1.996
C -14.0323 26.3025 -3.9341 -0.396 -1.505 0.954
O -13.4285 25.3647 -4.8692 -0.451 1.258 0.198
C -12.0106 25.5484 -5.0885 -1.252 -0.147 1.846
N -16.3065 25.7737 -4.6855 -0.960 1.543 -0.344
H -16.5560 24.2556 -2.5227 -0.182 -0.306 -0.589
H -14.9319 24.4181 -2.0828 0.380 -0.629 0.246
H -15.2331 23.5600 -3.6046 -0.261 0.195 -0.114
H -15.8758 26.3675 -2.6835 0.121 0.827 -0.428
H -13.5546 26.3633 -2.9563 1.107 -0.247 0.012
H -14.0392 27.3284 -4.3024 -0.231 0.033 -0.454
H -11.6265 25.4113 -4.0776 0.898 -0.340 -0.091
H -11.7127 26.5647 -5.3462 -0.270 0.044 -0.655
H -11.6834 24.7637 -5.7706 0.018 0.334 0.022
H -16.0536 26.5863 -5.2293 -0.411 0.079 -0.461
H -16.1909 24.9747 -5.2925 0.337 -0.184 0.328
C -14.6707 19.5669 -1.0991 -0.686 -0.055 -0.177
C -15.9539 18.8398 -1.5583 -1.622 0.540 -0.573
C -16.5293 19.0260 -3.0475 0.133 0.716 1.453
O -17.1910 20.3172 -3.2956 0.989 -1.375 -0.622
C -17.7157 20.2566 -4.6325 -0.757 0.518 0.858
N -15.9376 17.4402 -1.1739 1.051 -0.890 -0.368
H -14.5988 20.5337 -1.5974 0.073 0.073 0.054
H -13.7252 19.0308 -1.1804 -0.199 -0.269 -0.454
H -14.8230 19.7324 -0.0325 0.199 0.210 0.123
H -16.7419 19.2244 -0.9108 -0.305 1.061 -0.299
H -17.3579 18.3304 -3.1803 0.366 -0.645 0.037
H -15.7452 18.8810 -3.7906 0.038 -0.154 -0.120
H -16.9794 20.3417 -5.4316 0.300 0.256 0.170
H -18.4733 21.0394 -4.6694 0.293 0.350 -0.278
H -18.2916 19.3547 -4.8400 0.117 -0.486 0.316
H -16.7602 16.9096 -1.4224 -0.263 0.246 -0.322
H -15.9044 17.3966 -0.1654 0.164 -0.193 0.309
C -26.1363 23.8180 2.4388 3.032 0.062 0.088
C -26.5616 22.3446 2.3515 3.452 1.283 0.921
C -25.6272 21.4235 3.2573 -0.334 1.969 -1.641
O -24.3403 21.6404 2.7542 1.175 -1.264 -0.880
C -23.3035 20.6663 3.0694 -0.190 1.371 -0.727
N -27.7882 22.5062 2.9798 -3.212 -1.381 -0.089
H -26.0476 24.0220 3.5059 -0.650 0.474 0.032
H -26.6855 24.5752 1.8794 -0.686 -0.393 0.229
H -25.1102 24.0045 2.1220 0.269 -0.305 -0.483
H -26.5913 22.0715 1.2967 0.155 -0.726 -0.076
H -25.9809 20.3954 3.1807 0.162 -0.241 0.253
H -25.6144 21.8452 4.2623 -0.745 -0.388 0.399
H -22.7986 21.0830 3.9409 0.032 -0.948 0.402
H -22.5784 20.6832 2.2558 0.025 0.358 -0.150
H -23.6133 19.6215 3.0465 -0.417 0.137 0.803
H -28.2334 23.0250 2.2364 -1.286 0.510 0.477
H -28.2422 21.6059 2.9217 -0.705 -0.383 0.415
C -21.4349 15.7319 -3.6781 2.254 0.142 -0.209
C -21.1127 14.2429 -3.9522 -0.509 1.080 2.624
C -20.4307 13.4755 -2.6944 1.341 1.610 -2.599
O -19.1042 13.9530 -2.7170 1.381 0.413 0.096
C -18.1500 12.9953 -2.2721 -0.905 1.019 0.559
N -22.4150 13.6946 -4.1758 -0.458 -1.511 -0.508
H -21.7459 15.9107 -2.6489 -0.856 -0.094 -0.253
H -22.0187 16.1344 -4.5058 -0.711 -0.177 0.501
H -20.5277 16.3320 -3.7486 0.492 -0.047 0.090
H -20.4963 14.1918 -4.8497 0.170 -0.410 0.227
H -20.3394 12.4221 -2.9592 -0.819 -0.384 0.321
H -20.7625 13.7011 -1.6809 -1.138 -0.338 -0.163
H -17.2421 13.5534 -2.0433 0.327 -0.287 -0.651
H -18.1041 12.1986 -3.0146 0.572 -0.176 0.094
H -18.4580 12.6128 -1.2991 -0.172 -0.490 0.093
H -22.8890 13.7328 -3.2848 -0.502 0.291 0.208
H -22.2380 12.7040 -4.2621 -0.477 -0.603 -0.423
C -18.2929 22.1294 -0.8191 -1.849 -0.198 0.675
C -19.6770 21.8080 -0.1964 0.568 0.292 -0.296
C -20.0700 20.4003 -0.4836 -1.499 -0.601 0.009
O -20.5335 20.2689 -1.8411 0.526 -1.188 -0.766
C -20.8132 18.9047 -2.2972 0.991 -0.005 0.992
N -19.5642 22.0256 1.2553 -0.089 -1.003 -0.186
H -17.5799 21.5077 -0.2775 0.235 0.306 0.243
H -18.2456 23.1888 -0.5670 1.089 0.200 -0.690
H -18.2205 21.7984 -1.8551 -0.086 0.682 -0.074
H -20.5477 22.3562 -0.5560 0.377 0.836 -0.652
H -20.9827 20.2187 0.0840 0.234 -0.617 0.785
H -19.2253 19.7891 -0.1659 -0.128 -0.789 -0.375
H -20.6870 18.7703 -3.3715 -0.282 0.793 -0.090
H -21.7402 18.4396 -1.9618 -0.623 0.791 0.008
H -20.1110 18.1752 -1.8937 0.653 0.271 0.295
H -20.4957 22.0272 1.6458 0.009 0.189 0.355
H -19.0795 22.8785 1.4957 -0.149 0.158 -0.156
C -20.9501 16.7112 4.5782 -0.072 -1.133 -1.223
C -20.6534 17.3369 3.1959 1.665 1.683 2.052
C -21.7102 17.0528 2.2387 -1.285 -1.588 -1.095
O -21.3233 17.2123 0.9234 1.295 1.138 -2.578
C -20.3052 16.3187 0.3783 -1.780 0.069 1.017
N -20.5335 18.7963 3.5062 -0.528 0.276 0.656
H -22.0373 16.7016 4.6564 -0.048 0.819 0.827
H -20.3470 17.1484 5.3738 -0.549 0.199 0.104
H -20.7813 15.6355 4.6259 0.549 -0.144 -0.379
H -19.6827 17.0901 2.7659 -0.136 -0.936 0.088
H -22.6364 17.6122 2.3700 0.215 0.517 0.213
H -22.0704 16.0250 2.2847 0.165 -0.595 0.715
H -20.5659 16.1389 -0.6647 0.051 0.083 0.057
H -20.4486 15.3966 0.9416 0.445 -0.431 -0.204
H -19.2709 16.6563 0.4449 0.040 0.359 0.240
H -20.0042 19.4119 2.9054 -0.020 -0.402 -0.824
H -20.0410 18.8492 4.3864 -0.085 0.202 0.188
```
Forces are in eV/Å.

The total energy comes out at -3969.75546 Ha. Its total charge is -1. The gap between HOMO and LUMO (alpha / beta) is 1.0 / 8.4 eV. The multiplicity is 2. The value obtained for the lowest unoccupied orbital energy (alpha / beta) is 1.56 / 1.51 eV. The energy relative to the best compared isomer or geometry (same formula, charge and spin) is 139.66 kcal per mole. Its highest occupied orbital energy (alpha / beta) is 0.6 / -6.9 eV.

---

Entry 2:
The following is a quantum chemistry calculation of a structure of composition C14H16FNS, from OMol25.

```
33
Properties=species:S:1:pos:R:3:forces:R:3
C -0.9613 2.3636 2.9634 -4.585 -2.549 1.467
C -1.6445 2.8059 1.6623 2.614 -3.304 2.802
C -1.9144 1.9169 0.7380 -1.488 -5.483 -5.426
S -2.5159 2.6911 -0.7970 -0.080 -3.525 0.868
C -2.5476 4.1437 -0.1120 5.432 -6.081 8.283
C -1.8310 4.0129 1.1881 -3.046 6.538 -2.883
H -1.5861 4.8671 1.8086 -0.258 0.370 -0.225
H -2.7674 4.9713 -0.4429 -2.340 8.178 -3.805
C -1.6565 0.2360 0.5656 4.558 8.039 -5.404
N -0.2350 -0.0038 0.4238 -0.019 -2.981 7.630
H 0.3806 0.2029 1.4517 -2.372 -0.706 -4.151
C 0.4444 0.2818 -0.6633 -2.610 8.205 -6.505
C 1.6966 -0.2232 -1.0311 4.223 -2.824 7.542
C 1.7382 -1.6830 -1.0255 -2.782 -3.236 -3.853
C 1.5252 -2.2684 -2.4106 3.920 7.184 1.502
C 1.5910 -3.5505 -2.7015 -0.749 1.868 2.475
C 1.3274 -4.3140 -1.7041 1.137 -5.778 8.805
C 1.4559 -3.9165 -0.3242 -2.505 -0.488 2.325
C 1.4857 -2.5401 0.0949 1.329 -2.152 -7.365
H 1.7233 -2.1774 0.9900 0.335 0.928 3.925
H 1.2162 -4.7044 0.5605 0.919 1.634 -2.568
F 1.3668 -5.7741 -1.7279 -0.431 2.556 -1.013
H 1.4915 -3.9554 -3.5379 -0.077 -2.863 -7.775
H 1.9249 -1.5133 -3.2324 -1.492 -1.455 1.466
H 2.2430 -0.1977 0.2242 -0.520 0.894 -3.171
H 2.3330 0.2990 -1.6648 0.650 0.896 -1.263
H -0.1979 0.2124 -1.7693 0.818 -0.040 3.164
H 0.5871 1.5195 -0.5760 0.022 -2.092 -1.146
H -1.8841 -0.1564 1.3757 -3.088 -4.003 6.994
H -2.0728 -0.0169 -0.3596 -1.284 -0.803 -0.891
H -1.4611 2.8707 3.8545 0.923 -0.384 -1.106
H -1.3375 1.1582 3.1638 1.446 3.324 -0.594
H 0.0824 2.4423 3.0148 1.401 0.133 -0.106
```
Forces are in eV/Å.

The total energy comes out at -1095.49614 Ha. Its total charge is 0. The gap between HOMO and LUMO is 8.6 eV. The value obtained for the lowest unoccupied orbital energy is 0.54 eV. The energy relative to the best compared isomer or geometry (same formula, charge and spin) is 242.12 kcal per mole. Its highest occupied orbital energy is -8.1 eV.

---

Repeat the second record exactly.
The following is a quantum chemistry calculation of a structure of composition C14H16FNS, from OMol25.

```
33
Properties=species:S:1:pos:R:3:forces:R:3
C -0.9613 2.3636 2.9634 -4.585 -2.549 1.467
C -1.6445 2.8059 1.6623 2.614 -3.304 2.802
C -1.9144 1.9169 0.7380 -1.488 -5.483 -5.426
S -2.5159 2.6911 -0.7970 -0.080 -3.525 0.868
C -2.5476 4.1437 -0.1120 5.432 -6.081 8.283
C -1.8310 4.0129 1.1881 -3.046 6.538 -2.883
H -1.5861 4.8671 1.8086 -0.258 0.370 -0.225
H -2.7674 4.9713 -0.4429 -2.340 8.178 -3.805
C -1.6565 0.2360 0.5656 4.558 8.039 -5.404
N -0.2350 -0.0038 0.4238 -0.019 -2.981 7.630
H 0.3806 0.2029 1.4517 -2.372 -0.706 -4.151
C 0.4444 0.2818 -0.6633 -2.610 8.205 -6.505
C 1.6966 -0.2232 -1.0311 4.223 -2.824 7.542
C 1.7382 -1.6830 -1.0255 -2.782 -3.236 -3.853
C 1.5252 -2.2684 -2.4106 3.920 7.184 1.502
C 1.5910 -3.5505 -2.7015 -0.749 1.868 2.475
C 1.3274 -4.3140 -1.7041 1.137 -5.778 8.805
C 1.4559 -3.9165 -0.3242 -2.505 -0.488 2.325
C 1.4857 -2.5401 0.0949 1.329 -2.152 -7.365
H 1.7233 -2.1774 0.9900 0.335 0.928 3.925
H 1.2162 -4.7044 0.5605 0.919 1.634 -2.568
F 1.3668 -5.7741 -1.7279 -0.431 2.556 -1.013
H 1.4915 -3.9554 -3.5379 -0.077 -2.863 -7.775
H 1.9249 -1.5133 -3.2324 -1.492 -1.455 1.466
H 2.2430 -0.1977 0.2242 -0.520 0.894 -3.171
H 2.3330 0.2990 -1.6648 0.650 0.896 -1.263
H -0.1979 0.2124 -1.7693 0.818 -0.040 3.164
H 0.5871 1.5195 -0.5760 0.022 -2.092 -1.146
H -1.8841 -0.1564 1.3757 -3.088 -4.003 6.994
H -2.0728 -0.0169 -0.3596 -1.284 -0.803 -0.891
H -1.4611 2.8707 3.8545 0.923 -0.384 -1.106
H -1.3375 1.1582 3.1638 1.446 3.324 -0.594
H 0.0824 2.4423 3.0148 1.401 0.133 -0.106
```
Forces are in eV/Å.

The total energy comes out at -1095.49614 Ha. Its total charge is 0. The gap between HOMO and LUMO is 8.6 eV. The value obtained for the lowest unoccupied orbital energy is 0.54 eV. The energy relative to the best compared isomer or geometry (same formula, charge and spin) is 242.12 kcal per mole. Its highest occupied orbital energy is -8.1 eV.

---

What is the total charge in the second record? 0

---

The lowest energy relative to the best compared isomer or geometry (same formula, charge and spin) belongs to which entry? C54H144N10O17